{
  "formula": "C45H53ClMnN3P",
  "method": "ωB97M-V/def2-TZVPD",
  "species": ["Mn", "C", "C", "C", "C", "C", "C", "N", "N", "C", "C", "C", "C", "C", "C", "H", "H", "H", "H", "H", "H", "H", "H", "H", "C", "C", "C", "C", "C", "C", "C", "C", "C", "C", "C", "C", "C", "C", "H", "H", "H", "H", "H", "H", "H", "H", "H", "H", "H", "C", "C", "C", "C", "P", "N", "C", "C", "C", "C", "C", "C", "C", "C", "H", "H", "H", "H", "H", "H", "H", "H", "H", "H", "H", "H", "H", "H", "H", "H", "H", "H", "H", "H", "H", "H", "H", "H", "H", "H", "H", "Cl", "C", "C", "C", "C", "C", "C", "C", "H", "H", "H", "H", "H", "H"],
  "positions_angstrom": [[-0.057620, 0.058287, -0.386803], [-2.884286, -4.751480, 0.570673], [-1.640479, -5.191056, 0.127050], [-0.603589, -4.302026, -0.113120], [-0.789754, -2.923376, 0.086020], [-2.042000, -2.485710, 0.544535], [-3.069465, -3.387305, 0.781105], [0.203764, -1.988132, -0.146279], [1.421234, -2.468696, -0.355230], [2.296262, -1.441461, -0.661527], [3.644501, -1.745779, -0.899001], [4.545759, -0.748113, -1.238888], [4.120996, 0.572280, -1.363837], [2.776524, 0.880641, -1.146644], [1.893122, -0.099987, -0.769265], [-3.687052, -5.454590, 0.755259], [-1.474835, -6.250963, -0.036797], [0.364185, -4.643491, -0.454216], [-2.180318, -1.433506, 0.763203], [-4.021514, -3.020541, 1.149378], [3.949390, -2.784109, -0.826578], [5.583839, -1.001870, -1.422546], [4.816708, 1.356141, -1.643357], [2.441883, 1.901160, -1.281022], [-4.355129, -1.953685, -5.479405], [-3.134381, -1.386850, -5.826584], [-2.238546, -0.973915, -4.847944], [-2.546252, -1.117025, -3.491230], [-3.780009, -1.680296, -3.159333], [-4.674134, -2.098132, -4.135803], [-1.652473, -0.694056, -2.378183], [-0.346270, -0.459930, -2.324364], [0.588112, -0.756054, -3.424491], [1.329527, 0.225665, -4.077290], [2.191542, -0.110342, -5.113897], [2.346900, -1.437406, -5.498895], [1.635146, -2.426288, -4.830860], [0.764115, -2.088498, -3.803049], [-5.048423, -2.277412, -6.246594], [-2.872748, -1.262744, -6.872016], [-1.293518, -0.530955, -5.142584], [-4.027703, -1.805477, -2.109687], [-5.619750, -2.540174, -3.844993], [-2.218195, -0.592420, -1.445216], [1.237666, 1.258281, -3.763739], [2.759116, 0.669923, -5.608815], [3.029713, -1.699226, -6.298300], [1.761724, -3.467146, -5.104889], [0.213073, -2.858230, -3.271731], [-1.283343, 2.163313, 5.072116], [-1.123937, 1.991248, 3.555184], [-2.503148, 1.700066, 2.927406], [-0.666515, 3.341802, 2.976677], [0.082091, 0.646169, 2.957636], [-0.139186, 0.343088, 1.469154], [1.855216, 1.238682, 3.246424], [2.164993, 1.850291, 4.615452], [2.211184, 2.258949, 2.150484], [2.788476, 0.032953, 3.021459], [-0.218535, -0.911440, 4.000547], [-1.730699, -1.204716, 3.953676], [0.459238, -2.105653, 3.299020], [0.237328, -0.873488, 5.465306], [-1.948944, 3.016388, 5.256597], [-0.339902, 2.374180, 5.577362], [-1.737070, 1.296059, 5.547728], [-3.059488, 2.639668, 2.834425], [-3.099020, 1.022452, 3.539065], [-2.398055, 1.267042, 1.930153], [-1.479861, 4.064159, 3.101345], [-0.440967, 3.276509, 1.911205], [0.205551, 3.742656, 3.490362], [1.607604, 2.767245, 4.801444], [3.229799, 2.112927, 4.641967], [1.979426, 1.164103, 5.439720], [1.897479, 3.272270, 2.402815], [1.766967, 1.969772, 1.202454], [3.298601, 2.269956, 2.014079], [2.765046, -0.666637, 3.855174], [3.814985, 0.404867, 2.933430], [2.552145, -0.502118, 2.099576], [-2.119387, -1.146319, 2.934817], [-2.310610, -0.538483, 4.590982], [-1.895169, -2.227166, 4.309766], [0.403227, -2.017462, 2.215329], [-0.057750, -3.027679, 3.589055], [1.504953, -2.215200, 3.578930], [-0.144529, -0.018531, 6.021348], [1.323795, -0.879982, 5.551459], [-0.126660, -1.778594, 5.966463], [1.683185, 5.960738, -4.764169], [0.997806, 4.815565, -3.629871], [1.475014, 4.766993, -2.331447], [0.924025, 3.857922, -1.437129], [-0.101191, 2.979698, -1.808655], [-0.699864, 2.012663, -0.853363], [-0.566250, 3.077640, -3.123481], [-0.024178, 3.975301, -4.034097], [2.271877, 5.433335, -2.023492], [1.296634, 3.829260, -0.419388], [-1.693022, 1.726533, -1.202053], [-0.788428, 2.429709, 0.143838], [-1.364390, 2.414381, -3.444523], [-0.392904, 4.022999, -5.051980]],
  "atomic_forces_ev_per_a": [[0.733, 0.278, 0.335], [0.063, 0.089, -0.006], [0.076, 0.039, -0.024], [-0.028, -0.115, 0.008], [0.194, 0.125, -0.047], [-0.194, -0.150, 0.044], [0.113, 0.081, -0.023], [-0.272, -0.288, -0.023], [0.248, 0.424, -0.082], [0.050, -0.482, 0.039], [0.141, 0.009, -0.053], [-0.098, -0.024, 0.039], [0.001, -0.054, -0.025], [0.214, 0.100, 0.023], [-0.577, 0.087, 0.042], [0.012, 0.014, -0.006], [0.005, 0.032, -0.004], [-0.042, -0.003, 0.007], [0.003, 0.041, -0.044], [0.008, 0.005, -0.012], [0.023, 0.042, -0.010], [-0.016, -0.004, 0.009], [-0.015, -0.049, 0.012], [-0.020, 0.021, 0.009], [0.057, 0.022, 0.037], [0.049, 0.032, 0.054], [0.034, 0.063, -0.067], [0.220, -0.073, 0.141], [-0.105, -0.057, 0.000], [0.065, 0.030, 0.033], [-0.627, -0.105, -0.347], [0.112, 0.035, -0.261], [-0.096, -0.097, 0.138], [0.135, 0.067, -0.065], [-0.029, -0.032, 0.055], [-0.040, 0.053, 0.067], [-0.056, 0.046, 0.087], [0.079, -0.102, -0.088], [0.016, 0.010, 0.012], [-0.009, -0.004, 0.048], [-0.077, -0.040, 0.040], [0.000, -0.002, -0.036], [0.010, 0.005, 0.002], [-0.120, 0.105, -0.001], [-0.012, -0.020, -0.022], [-0.023, -0.022, 0.006], [-0.010, 0.007, 0.005], [-0.006, 0.010, 0.000], [0.033, 0.041, -0.035], [-0.063, 0.091, -0.049], [-0.016, 0.051, 0.017], [-0.054, 0.015, 0.034], [0.007, -0.010, -0.011], [0.059, -0.138, 0.061], [-0.371, 0.039, -0.432], [0.093, -0.025, -0.008], [0.125, 0.017, -0.023], [0.066, 0.081, 0.058], [0.011, 0.055, 0.021], [-0.058, -0.045, 0.048], [0.012, 0.012, 0.034], [0.004, -0.024, 0.005], [-0.038, -0.092, -0.031], [0.035, -0.052, -0.012], [-0.015, -0.022, -0.037], [-0.021, -0.044, -0.024], [0.020, -0.075, 0.048], [0.035, 0.038, -0.071], [0.039, 0.051, 0.036], [0.042, -0.017, 0.016], [-0.015, -0.020, 0.076], [0.026, -0.018, 0.023], [-0.025, 0.029, -0.031], [-0.052, -0.022, 0.005], [-0.029, -0.025, 0.021], [0.000, -0.057, -0.025], [-0.051, -0.023, -0.114], [-0.084, 0.025, 0.043], [-0.017, -0.008, 0.020], [-0.051, -0.021, 0.029], [-0.037, 0.038, 0.014], [0.078, 0.000, 0.106], [0.022, 0.025, 0.030], [0.002, 0.067, -0.001], [-0.012, 0.032, 0.033], [0.057, 0.068, -0.005], [-0.014, 0.009, -0.007], [-0.007, 0.010, -0.013], [0.021, 0.016, -0.025], [0.020, 0.029, -0.030], [-0.020, -0.047, 0.040], [0.017, 0.007, 0.029], [0.009, -0.044, 0.088], [0.011, 0.053, -0.018], [-0.099, -0.195, 0.156], [0.228, 0.027, -0.064], [0.013, -0.072, -0.217], [-0.087, -0.077, 0.010], [-0.043, -0.029, -0.004], [0.019, -0.007, 0.023], [-0.148, -0.021, 0.017], [0.080, 0.124, 0.033], [0.047, 0.039, 0.007], [0.007, -0.008, 0.061]],
  "spin_multiplicity": 5,
  "total_charge": -1,
  "s_squared": 6.268,
  "largest_force_ev_per_a": 0.853,
  "total_energy_ev": -105126.5122,
  "homo_lumo_gap_ev": [5.443, 7.405],
  "e_lumo_ev": [2.47, 2.47]
}